{
  "formula": "C5H6N2O",
  "method": "wB97M-V/def2-TZVPD",
  "species": ["C", "C", "C", "C", "C", "N", "N", "O", "H", "H", "H", "H", "H", "H"],
  "positions_angstrom": [[-0.515, -2.573, 0.238], [0.414, -1.646, -0.068], [-1.596, -0.793, -0.318], [-0.730, 2.176, 1.549], [0.170, 0.663, -0.750], [-1.780, -2.054, 0.050], [-0.261, -0.515, -0.443], [-0.451, 3.354, 1.671], [-0.415, -3.565, 0.513], [1.460, -1.685, -0.101], [-2.337, -0.115, -0.632], [-1.604, 1.595, 1.839], [-0.451, 1.346, -1.384], [1.295, 0.887, -0.670]],
  "forces_ev_per_angstrom": [[-1.217, 1.414, -0.658], [0.019, -0.036, 0.108], [0.337, -2.789, 0.236], [2.196, 3.571, 0.503], [3.557, 4.688, -2.345], [-0.162, 1.065, 0.029], [-1.797, -2.297, 0.996], [-1.396, -3.623, -0.358], [0.404, -1.634, 0.540], [1.149, 0.009, 0.034], [-0.727, 0.727, -0.141], [-0.877, 0.149, 0.222], [0.568, -0.815, 0.945], [-2.054, -0.429, -0.110]],
  "multiplicity": 3,
  "gap_ev": [7.654, 8.536]
}

{
  "formula": "C5H6N2O",
  "method": "wB97M-V/def2-TZVPD",
  "species": ["C", "C", "C", "C", "C", "N", "N", "O", "H", "H", "H", "H", "H", "H"],
  "positions_angstrom": [[-2.535, 0.633, 0.014], [-0.325, -1.223, -0.232], [-0.052, 0.994, -0.050], [-1.421, 0.809, -0.731], [1.986, -0.690, 0.398], [-3.509, 0.778, 0.633], [0.578, -0.306, 0.150], [-0.721, -2.310, -0.163], [0.550, 1.700, -0.558], [-0.287, 1.382, 0.947], [-1.432, 0.834, -1.817], [2.690, -0.083, -0.224], [2.416, -0.723, 1.521], [2.061, -1.793, 0.111]],
  "forces_ev_per_angstrom": [[-1.059, 0.883, 0.145], [-0.081, 2.375, -0.567], [-1.411, 0.186, 1.387], [2.231, 1.351, -0.747], [1.296, -1.011, 1.355], [-0.231, -0.522, 0.299], [0.242, -2.173, -0.253], [0.525, -3.423, 0.691], [0.739, 0.591, -0.745], [0.242, 0.303, -0.106], [-0.337, -0.224, 0.236], [-0.638, -0.517, 0.494], [-1.461, 0.645, -2.249], [-0.057, 1.538, 0.061]],
  "multiplicity": 3,
  "gap_ev": [6.906, 8.447]
}

{
  "formula": "C5H6N2O2",
  "method": "wB97M-V/def2-TZVPD",
  "species": ["C", "C", "C", "C", "C", "H", "H", "H", "H", "H", "H", "N", "N", "O", "O"],
  "positions_angstrom": [[-2.881, 0.106, 0.019], [-0.610, -0.067, 0.084], [1.331, 0.803, -0.119], [2.109, -1.045, -0.098], [0.656, -0.407, -0.028], [-3.122, 0.299, 1.274], [-3.817, -0.631, -0.270], [-2.705, 0.968, -0.637], [3.659, 0.662, 0.079], [2.200, -2.104, 0.536], [2.411, -1.289, -1.075], [0.621, 1.942, 0.002], [2.596, 0.321, 0.285], [-1.689, -0.798, 0.022], [-0.760, 1.241, -0.074]],
  "forces_ev_per_angstrom": [[-2.818, -3.315, 3.346], [-0.475, -0.134, -1.670], [-0.161, 3.161, 2.876], [-1.813, -2.900, 2.888], [3.813, -1.232, -1.270], [0.799, 0.169, -3.936], [2.573, 2.076, 0.312], [-0.524, -0.440, 0.573], [-3.840, -0.873, 0.144], [0.437, 3.255, -0.915], [0.118, -0.350, -1.402], [-0.519, -2.779, -1.217], [3.184, 0.153, -0.849], [-2.245, 1.006, 0.140], [1.471, 2.202, 0.978]],
  "gap_ev": 9.550
}

{
  "formula": "C5H6N2O2",
  "method": "wB97M-V/def2-TZVPD",
  "species": ["C", "C", "C", "C", "C", "H", "H", "H", "H", "H", "H", "N", "N", "O", "O"],
  "positions_angstrom": [[3.226, -0.524, 0.090], [1.790, 0.162, -0.054], [-0.610, -0.345, 0.047], [-2.694, -0.490, -0.079], [-2.383, 0.835, 0.058], [4.127, 0.161, 0.089], [3.304, -1.200, -0.875], [3.139, -0.941, 1.039], [1.074, -1.710, 0.120], [-3.723, -1.069, -0.083], [-2.916, 1.844, 0.251], [0.716, -0.676, 0.046], [-1.593, -1.218, -0.098], [1.633, 1.363, -0.179], [-0.988, 0.930, 0.110]],
  "forces_ev_per_angstrom": [[-0.977, 1.058, -3.672], [1.518, 2.435, -0.022], [-1.138, -1.020, -0.811], [-4.131, 0.726, 0.485], [-0.992, 1.786, 0.431], [-1.610, -0.374, -0.150], [0.074, 0.714, 2.413], [0.394, -1.736, 1.418], [-2.035, 2.565, -0.197], [2.214, 1.819, -0.123], [0.948, -2.263, -0.612], [2.616, -3.610, 0.370], [3.540, -0.567, 0.265], [0.439, -0.669, -0.037], [-0.862, -0.861, 0.240]],
  "gap_ev": 9.239,
  "smiles": "CC(=O)Nc1ncco1"
}

{
  "formula": "C5H6N2O2",
  "method": "wB97M-V/def2-TZVPD",
  "species": ["C", "C", "C", "C", "N", "O", "C", "O", "N", "H", "H", "H", "H", "H", "H"],
  "positions_angstrom": [[1.611, -0.422, 1.193], [-0.707, -0.516, 0.104], [0.180, 0.105, 1.178], [-0.617, 0.087, -1.070], [-1.243, 0.197, -2.224], [-1.688, -1.377, 0.474], [0.469, 1.467, -0.582], [-0.386, 0.477, 2.211], [0.999, 2.452, -0.877], [-1.733, -1.316, 1.449], [-1.197, -0.580, -2.877], [-1.548, 1.088, -2.600], [2.258, 0.328, 1.645], [1.629, -1.340, 1.787], [1.974, -0.650, 0.190]],
  "forces_ev_per_angstrom": [[0.279, 1.071, -0.296], [-1.100, 1.087, 0.180], [-1.019, -3.018, 2.610], [2.441, 2.971, 3.104], [-0.859, -0.539, -2.014], [0.544, -0.077, 0.374], [-1.262, -1.774, -3.176], [0.927, 0.158, -1.737], [0.018, 0.041, 0.629], [-0.079, -0.118, -0.445], [0.176, 0.490, 0.104], [0.105, -0.362, 0.379], [0.112, -0.165, 0.115], [-0.190, 0.157, 0.048], [-0.092, 0.077, 0.125]],
  "gap_ev": 8.472,
  "smiles": "CC(=O)/C(O)=C(/N)C#N"
}

{
  "formula": "C5H6N2O2",
  "method": "wB97M-V/def2-TZVPD",
  "species": ["N", "C", "C", "O", "C", "C", "C", "N", "H", "H", "H", "H", "H", "O", "H"],
  "positions_angstrom": [[-1.168, 1.916, 0.641], [-1.105, 0.565, 0.595], [-0.120, -0.231, 0.023], [-0.413, -1.559, 0.243], [-1.631, -1.600, 0.795], [-2.124, -0.351, 1.025], [0.940, 0.104, -0.842], [1.724, 0.650, -1.520], [-2.060, 2.358, 0.808], [-0.470, 2.474, 0.173], [-2.100, -2.578, 0.852], [-3.135, -0.096, 1.331], [3.391, 0.015, -1.734], [3.995, -0.799, -1.654], [4.275, -0.868, -0.737]],
  "forces_ev_per_angstrom": [[-0.054, 0.580, 0.098], [0.112, -0.729, -0.969], [-0.204, 0.062, 0.617], [-0.217, -0.218, -0.421], [-0.415, 0.205, -0.215], [0.039, -0.163, 0.027], [1.119, 1.756, -0.694], [-1.711, -1.050, 1.191], [0.258, -0.131, -0.066], [-0.144, -0.194, 0.036], [0.303, 0.275, 0.268], [0.400, -0.100, 0.183], [1.332, -1.767, 0.422], [-0.677, 1.237, -0.432], [-0.143, 0.237, -0.048]],
  "gap_ev": 9.357,
  "smiles": "N#Cc1occc1N.O"
}

{
  "formula": "C5H6N2O2",
  "method": "wB97M-V/def2-TZVPD",
  "species": ["C", "C", "C", "C", "C", "N", "N", "O", "O", "H", "H", "H", "H", "H", "H"],
  "positions_angstrom": [[-0.516, 1.474, -0.285], [2.104, -0.508, -0.164], [-1.485, -0.980, -0.649], [-2.430, 0.078, 0.712], [-1.388, 0.421, -0.079], [0.252, 2.310, -0.470], [2.535, 0.543, 0.551], [1.914, -1.620, 0.260], [-2.597, -1.186, 0.253], [1.943, -0.242, -1.226], [-1.800, -1.064, -1.686], [-0.652, -1.642, -0.422], [-3.035, 0.509, 1.487], [2.476, 1.476, 0.175], [2.680, 0.431, 1.543]],
  "forces_ev_per_angstrom": [[0.299, 0.674, 0.044], [-0.031, 0.561, -0.620], [0.522, 0.296, -0.242], [0.794, 0.159, -0.638], [-0.773, -0.915, 0.231], [0.132, 0.255, -0.113], [0.318, 0.202, 0.392], [-0.116, -0.650, 0.270], [-0.729, -0.360, 0.481], [-0.029, -0.055, 0.062], [-0.068, -0.013, -0.010], [-0.054, -0.049, 0.060], [-0.172, 0.007, 0.153], [-0.048, -0.113, -0.005], [-0.046, 0.002, -0.065]],
  "gap_ev": 10.117
}

{
  "formula": "C5H6N2O3",
  "method": "wB97M-V/def2-TZVPD",
  "species": ["O", "C", "O", "C", "C", "C", "C", "N", "N", "H", "H", "H", "H", "O", "H", "H"],
  "positions_angstrom": [[0.281, -2.274, 0.002], [-0.953, -1.422, -0.439], [-1.870, -1.385, 0.348], [0.234, -4.453, -1.077], [-0.509, -4.161, -2.211], [-0.304, -4.551, -3.573], [-0.963, -3.599, -4.303], [-1.523, -2.651, -3.460], [-1.340, -3.016, -2.237], [1.265, -4.781, -1.217], [-0.355, -4.739, -0.200], [0.369, -5.328, -3.924], [-0.968, -3.427, -5.377], [-0.597, -0.406, -1.209], [0.067, -2.547, 0.903], [-0.667, 0.416, -0.706]],
  "forces_ev_per_angstrom": [[-1.898, 1.654, -1.758], [1.106, -0.141, 4.678], [0.756, -0.799, -1.524], [-1.720, -1.298, -1.402], [0.955, 0.265, -0.023], [1.000, 1.040, -0.587], [0.493, -0.473, -0.084], [0.085, -0.498, 1.064], [-0.584, 0.306, -0.076], [-0.382, -0.330, 0.265], [0.801, 1.203, 0.391], [-0.374, 0.094, 0.073], [-0.284, -0.276, 0.317], [0.865, -0.679, -1.290], [-0.418, 0.116, -0.066], [-0.401, -0.186, 0.022]],
  "gap_ev": [7.897, 7.885],
  "smiles": "C=C1C=CN=N1.O=C(O)O"
}

{
  "formula": "C5H6N2O3",
  "method": "wB97M-V/def2-TZVPD",
  "species": ["O", "C", "N", "C", "C", "C", "O", "N", "C", "H", "H", "H", "H", "H", "O", "H"],
  "positions_angstrom": [[2.194, -1.030, 0.961], [1.214, -0.529, 0.445], [0.998, -0.283, -0.973], [0.066, 0.812, -1.261], [-0.410, 1.161, 0.112], [0.221, 0.403, 1.037], [-0.312, 0.542, 2.242], [-1.299, 1.499, 2.145], [-1.377, 1.858, 0.885], [1.712, -0.533, -1.646], [0.589, 1.652, -1.739], [-0.750, 0.483, -1.920], [-2.153, 2.558, 0.582], [-0.029, -2.487, -1.000], [0.107, -3.025, -0.130], [-0.771, -3.082, 0.260]],
  "forces_ev_per_angstrom": [[-1.591, -0.083, -0.793], [2.113, 1.520, -0.958], [0.090, -0.664, 1.341], [0.113, 0.096, -0.106], [0.045, -0.282, 0.424], [-0.878, -0.641, -0.609], [0.463, 0.221, 0.167], [-0.386, 0.221, -0.224], [-0.095, -0.148, -0.015], [-0.024, 0.071, 0.385], [-0.113, -0.173, 0.025], [0.133, 0.135, 0.146], [0.311, -0.106, 0.176], [0.323, -1.432, 2.432], [-0.446, 1.307, -2.337], [-0.057, -0.042, -0.055]],
  "gap_ev": 10.502,
  "smiles": "O=C1NCc2cnoc21.O"
}

{
  "formula": "C5H6N2OS",
  "method": "wB97M-V/def2-TZVPD",
  "species": ["C", "C", "C", "C", "C", "N", "N", "O", "S", "H", "H", "H", "H", "H", "H"],
  "positions_angstrom": [[-1.112, 1.370, -0.298], [-0.647, 2.138, 0.674], [-0.472, 0.038, -0.230], [0.408, 0.050, 0.836], [0.567, -2.311, -0.953], [0.370, 1.438, 1.299], [1.052, -1.001, 1.186], [-0.897, -0.680, -2.652], [-0.779, -1.283, -1.317], [-1.785, 1.520, -1.115], [-0.702, 3.196, 0.906], [1.116, -2.699, -1.802], [0.216, -2.949, -0.150], [0.692, 1.977, 2.089], [1.972, -0.804, 1.527]],
  "forces_ev_per_angstrom": [[-0.990, -3.505, -2.398], [1.994, 0.115, 0.393], [-2.073, 2.655, -0.119], [-0.416, 2.164, 0.654], [-0.954, 0.105, -0.216], [-0.104, -0.001, 0.330], [1.141, -0.829, 0.156], [0.256, -0.234, -0.629], [-0.044, 0.563, 0.542], [-0.384, 0.689, -0.026], [-0.506, -0.254, -0.144], [0.113, -0.069, 0.069], [0.571, -0.230, -0.075], [0.848, -1.348, 0.446], [0.548, 0.178, 1.017]],
  "gap_ev": [6.579, 7.569],
  "smiles": "[H]/N=C1\\NC=CC1=S(=C)=O"
}

Ordered E results: -10305.1064, -10304.7067, -12350.6909, -12356.1643, -12353.7964, -12356.1226, -12355.3872, -14400.6025, -14402.8417, -21140.0195; unit eV.
Ordered max |F| results: 6.33, 3.53, 5.49, 4.47, 4.94, 2.33, 1.22, 4.81, 2.84, 4.36; unit eV Å⁻¹.
Ordered relative energy (zero: lowest compared OMol25 entry of this formula, charge and spin) results: 3.74, 42.31, 668.65, 140.54, 369.02, 144.57, 215.53, 415.80, 199.75, 490.00; unit kJ/mol.